No. 1
Density functional theory data (ωB97M-V with the def2-TZVPD basis set) for C24H39Cl16InNO4S2 as an isolated structure.

LUMO energy ... 1.31 eV
Total charge ... -1
Largest force on an atom ... 0.90 eV/Å

Structure (XYZ):
```
87
C24H39Cl16InNO4S2, DFT ωB97M-V with the def2-TZVPD basis set
C 2.12 -0.72 2.74
C 1.71 -2.07 2.12
In 0.58 -1.89 0.21
C 1.87 -2.65 -1.42
C 2.77 -1.53 -1.95
C 4.25 -1.89 -2.10
C 5.09 -0.71 -2.60
C 6.02 -0.11 -1.54
C 5.30 0.33 -0.27
C 4.44 1.57 -0.44
O 5.22 2.75 -0.26
C 4.40 3.90 -0.15
C -1.44 -2.83 0.31
C -2.51 -1.77 0.63
C -3.85 -2.36 1.13
S -5.23 -2.40 -0.03
C -5.97 -0.82 0.17
S -5.19 0.48 0.80
N -7.29 -0.84 -0.29
C -8.12 0.35 -0.04
C -8.25 1.23 -1.29
O -7.12 1.13 -2.12
C -6.98 -0.18 -2.64
C -7.46 -1.27 -1.68
C 0.25 0.30 -0.26
C -0.30 0.57 -1.62
O -0.34 1.64 -2.19
O -0.81 -0.54 -2.27
H 2.33 0.03 1.97
H 3.01 -0.79 3.37
H 1.32 -0.31 3.36
H 2.61 -2.64 1.88
H 1.15 -2.66 2.85
H 2.49 -3.49 -1.07
H 1.24 -3.04 -2.24
H 2.75 -0.67 -1.26
H 2.40 -1.14 -2.90
H 4.37 -2.77 -2.73
H 4.61 -2.18 -1.10
H 5.67 -0.99 -3.49
H 4.41 0.08 -2.93
H 6.53 0.76 -1.97
H 6.80 -0.84 -1.28
H 6.04 0.54 0.51
H 4.67 -0.47 0.13
H 3.61 1.56 0.28
H 3.99 1.60 -1.44
H 4.95 4.76 -0.52
H 3.48 3.79 -0.73
H 4.12 4.08 0.90
H -1.45 -3.59 1.09
H -1.66 -3.30 -0.65
H -2.15 -1.08 1.39
H -2.70 -1.17 -0.26
H -3.71 -3.41 1.37
H -4.22 -1.86 2.03
H -9.12 0.00 0.23
H -7.72 0.89 0.81
H -8.37 2.28 -1.02
H -9.15 0.94 -1.85
H -7.52 -0.28 -3.60
H -5.91 -0.31 -2.86
H -8.52 -1.49 -1.83
H -6.89 -2.18 -1.86
H -0.45 0.75 0.44
H 1.19 0.86 -0.21
H -1.64 -0.29 -2.69
C -7.93 -5.64 -2.27
Cl -9.47 -6.02 -3.04
Cl -6.99 -7.12 -2.06
Cl -7.03 -4.50 -3.28
Cl -8.22 -4.90 -0.69
C -8.95 2.87 3.11
Cl -9.74 3.61 1.70
Cl -9.16 3.94 4.51
Cl -9.70 1.31 3.44
Cl -7.24 2.65 2.76
C 8.64 2.28 3.01
Cl 7.35 2.51 1.84
Cl 8.08 2.68 4.63
Cl 9.18 0.59 2.98
Cl 10.02 3.33 2.60
C 13.08 6.14 3.14
Cl 14.37 5.17 3.86
Cl 12.59 5.42 1.60
Cl 11.70 6.20 4.24
Cl 13.68 7.78 2.85
```

Here are the Löwdin charges for atoms 1 to 6, given in e: -0.235, -0.340, 0.838, -0.271, -0.323, -0.226

No. 2
Density functional theory data (ωB97M-V with the def2-TZVPD basis set) for C15H17IrNO4 as an isolated structure.

Relative energy (zero: lowest compared OMol25 entry of this formula, charge and spin) ... 0.5 kcal per mole
LUMO energy (alpha / beta) ... -10.35 / -14.71 eV
Total charge ... +3
Spin multiplicity ... 5
Expectation value of S² ... 6.048
Largest force on an atom ... 5.02 eV/Å

Structure (XYZ):
```
38
C15H17IrNO4, DFT ωB97M-V with the def2-TZVPD basis set
Ir 1.36 -0.86 0.96
C 2.14 0.82 1.52
O 2.65 1.76 1.97
C 3.05 -1.83 1.34
O 4.02 -2.41 1.58
C 1.64 -1.20 -0.95
O 1.86 -1.50 -2.05
C 0.70 -1.36 2.76
O 0.40 -1.70 3.82
C -0.84 -5.71 0.05
H -1.60 -5.60 0.83
H -1.12 -5.42 -0.97
C 0.39 -6.20 0.33
H 1.14 -6.32 -0.45
H 0.67 -6.50 1.35
C 0.68 3.68 -0.06
N 0.12 3.03 -1.29
C 0.82 3.53 -2.51
C 0.15 1.51 -1.23
C -0.90 0.95 -0.32
C -2.21 1.47 -0.44
C -3.25 0.98 0.34
C -3.02 -0.11 1.18
C -1.73 -0.67 1.25
C -0.67 -0.10 0.57
H 1.75 3.44 0.01
H 0.15 3.31 0.82
H 0.55 4.76 -0.16
H -0.87 3.33 -1.36
H 1.85 3.17 -2.49
H 0.30 3.14 -3.38
H 0.79 4.62 -2.50
H -0.03 1.18 -2.26
H 1.17 1.23 -0.99
H -2.43 2.27 -1.15
H -4.25 1.42 0.27
H -3.83 -0.53 1.77
H -1.59 -1.57 1.86
```

Here are the natural (NBO) charges for atoms 1 to 6, given in e: 0.368, 0.536, -0.339, 0.551, -0.306, 0.491

No. 3
Density functional theory data (ωB97M-V with the def2-TZVPD basis set) for a 3-piece molecular cluster, C8H15Cl4NO5S overall.

LUMO energy ... -0.07 eV
Largest force on an atom ... 6.23 eV/Å

Structure (XYZ):
```
34
C8H15Cl4NO5S, DFT ωB97M-V with the def2-TZVPD basis set
C -1.15 2.70 3.12
C -2.04 2.57 1.90
C -1.23 2.34 0.46
O -0.21 1.24 0.59
S 1.16 1.68 -0.32
O 1.85 2.81 0.55
O 2.33 0.45 -0.40
C 1.78 -0.88 -0.12
O 2.11 -1.28 1.27
N 1.02 -1.34 2.05
O 1.35 -1.12 3.22
H -0.16 3.35 3.00
H -1.40 2.18 4.14
H -3.22 2.66 1.96
H -0.75 3.38 0.20
H -2.05 2.11 -0.35
H 0.65 -1.02 -0.39
H 2.38 -1.64 -0.81
Cl -3.36 0.33 2.20
C -4.59 -0.82 1.61
C -5.19 -0.38 0.29
Cl -6.20 1.08 0.45
H -5.36 -0.92 2.39
H -4.09 -1.78 1.49
H -5.84 -1.17 -0.10
H -4.42 -0.17 -0.46
Cl 4.72 -2.52 -5.55
C 5.22 -1.97 -3.92
C 4.12 -2.17 -2.89
Cl 2.74 -1.07 -3.17
H 5.52 -0.93 -4.00
H 6.09 -2.57 -3.65
H 4.50 -1.95 -1.89
H 3.74 -3.19 -2.89
```

Here are the natural (NBO) charges for atoms 1 to 6, given in e: -0.413, -0.247, -0.162, -0.721, 1.650, -0.873

No. 4
Density functional theory data (ωB97M-V with the def2-TZVPD basis set) for C32H26AsCdF9N2O5S as an isolated structure.

Relative energy (zero: lowest compared OMol25 entry of this formula, charge and spin) ... 3.9 kcal per mole
LUMO energy ... 0.05 eV
Largest force on an atom ... 1.10 eV/Å

Structure (XYZ):
```
77
C32H26AsCdF9N2O5S, DFT ωB97M-V with the def2-TZVPD basis set
Cd -0.85 -0.63 -0.31
N -3.91 -1.27 -0.90
C -4.38 -0.10 -1.47
C -5.74 0.14 -1.59
C -6.24 1.29 -2.21
C -5.39 2.22 -2.74
C -4.00 2.04 -2.59
C -3.07 2.98 -3.10
C -1.74 2.80 -2.90
C -1.32 1.69 -2.15
N -2.14 0.78 -1.66
C -3.48 0.91 -1.91
H -3.01 -1.61 -1.23
H -4.58 -2.01 -0.81
H -6.43 -0.62 -1.22
H -7.31 1.42 -2.30
H -5.76 3.09 -3.28
H -3.45 3.83 -3.65
H -1.00 3.50 -3.28
H -0.26 1.56 -1.92
O 1.12 0.19 -0.51
As 2.07 0.60 0.81
C 3.68 1.29 0.04
C 3.77 1.44 -1.34
C 4.93 1.95 -1.91
C 6.00 2.28 -1.09
C 5.92 2.13 0.29
C 4.76 1.63 0.85
C 1.52 2.08 1.89
C 1.39 2.01 3.27
C 0.97 3.13 3.97
C 0.68 4.31 3.28
C 0.83 4.37 1.90
C 1.25 3.25 1.20
C 2.60 -0.99 1.74
C 1.96 -1.47 2.88
C 2.29 -2.73 3.35
C 3.23 -3.51 2.68
C 3.86 -3.02 1.54
C 3.54 -1.76 1.06
H 2.92 1.15 -1.96
H 5.00 2.07 -2.98
H 6.92 2.67 -1.54
H 6.76 2.39 0.92
H 4.68 1.51 1.93
H 1.59 1.09 3.80
H 0.85 3.08 5.04
H 0.35 5.18 3.83
H 0.61 5.29 1.38
H 1.36 3.29 0.13
H 1.17 -0.91 3.36
H 1.79 -3.12 4.23
H 3.46 -4.51 3.04
H 4.58 -3.63 1.01
H 4.01 -1.38 0.17
C -3.34 0.28 2.65
S -1.67 -0.13 2.30
O -1.71 -1.41 1.55
O -0.96 -0.21 3.55
O -1.17 0.92 1.39
H -3.83 -0.60 3.06
H -3.81 0.57 1.70
H -3.34 1.11 3.36
F 0.87 -4.56 -3.22
C 0.43 -3.36 -2.84
F 1.46 -2.70 -2.27
F 0.09 -2.68 -3.94
C -0.78 -3.43 -1.84
O -1.30 -2.20 -1.69
C -0.28 -4.00 -0.47
F 0.46 -5.11 -0.57
F -1.33 -4.27 0.31
F 0.46 -3.07 0.17
C -1.88 -4.40 -2.42
F -1.97 -4.29 -3.75
F -3.07 -4.09 -1.91
F -1.65 -5.69 -2.15
```

Here are the Löwdin charges for atoms 1 to 6, given in e: 1.406, 0.128, -0.252, -0.032, -0.083, -0.059

No. 5
Density functional theory data (ωB97M-V with the def2-TZVPD basis set) for C55H43N5O10S2Ti as an isolated structure.

Relative energy (zero: lowest compared OMol25 entry of this formula, charge and spin) ... 49.3 kcal per mole
LUMO energy ... 3.56 eV
Total charge ... -2
Largest force on an atom ... 2.34 eV/Å

Structure (XYZ):
```
116
C55H43N5O10S2Ti, DFT ωB97M-V with the def2-TZVPD basis set
Ti 1.64 -0.59 -0.44
C -6.38 -5.97 2.37
O -5.32 -6.03 1.47
C -4.48 -4.97 1.37
C -4.63 -3.72 1.97
C -3.68 -2.71 1.68
C -2.64 -2.92 0.76
C -2.48 -4.20 0.27
C -3.35 -5.21 0.62
C -1.67 -1.82 0.43
C -1.39 -1.68 -0.95
C -2.24 -1.97 -2.06
C -1.50 -1.67 -3.20
C -0.25 -1.19 -2.75
N -0.17 -1.26 -1.39
C 0.74 -0.39 -3.40
C 1.17 0.69 -2.69
C 1.93 1.85 -3.11
C 1.77 2.82 -2.21
C 0.86 2.33 -1.14
C 0.07 3.02 -0.35
C 0.33 4.49 -0.40
C 1.54 4.99 0.10
C 1.98 6.28 -0.12
C 1.17 7.14 -0.82
O 1.64 8.39 -1.14
C 1.08 8.97 -2.29
C -0.05 6.66 -1.32
C -0.47 5.36 -1.11
C -1.00 2.59 0.63
N -1.06 1.48 1.56
C -1.42 2.02 2.78
C -0.86 1.23 3.83
C -0.86 1.52 5.27
C -1.91 2.22 5.88
C -1.95 2.45 7.24
C -0.94 1.97 8.03
O -1.02 2.21 9.38
C 0.00 1.78 10.24
C 0.12 1.25 7.47
C 0.16 1.04 6.10
C -0.42 0.13 3.22
C -0.32 -1.23 3.68
C -0.86 -1.96 2.69
C -1.17 -1.16 1.53
N -0.54 0.15 1.80
C -2.02 3.24 2.60
C -1.73 3.56 1.30
N 0.77 0.94 -1.36
C 0.96 -0.60 -4.86
C 0.69 0.41 -5.74
C 0.70 0.18 -7.14
C 1.01 -1.07 -7.65
O 0.79 -1.22 -9.00
C 0.73 -2.50 -9.58
C 1.44 -2.07 -6.77
C 1.38 -1.81 -5.38
H -6.02 -5.66 3.36
H -6.80 -6.98 2.50
H -7.17 -5.28 2.05
H -5.45 -3.50 2.63
H -3.85 -1.72 2.14
H -1.63 -4.41 -0.41
H -3.17 -6.20 0.27
H -3.22 -2.32 -2.01
H -1.78 -1.68 -4.24
H 2.45 1.95 -4.05
H 2.11 3.84 -2.26
H 2.23 4.35 0.67
H 2.98 6.57 0.22
H 0.00 9.24 -2.15
H 1.15 8.35 -3.15
H 1.65 9.87 -2.48
H -0.69 7.36 -1.89
H -1.42 5.00 -1.48
H -2.76 2.54 5.24
H -2.76 2.99 7.67
H 0.09 0.68 10.29
H -0.28 2.08 11.25
H 0.96 2.23 10.02
H 0.88 0.76 8.07
H 0.97 0.50 5.69
H 0.02 -1.58 4.63
H -0.95 -3.04 2.71
H -2.46 3.83 3.38
H -1.80 4.56 0.89
H 0.41 1.42 -5.42
H 0.39 0.89 -7.87
H 0.18 -3.20 -8.96
H 1.74 -2.94 -9.78
H 0.28 -2.45 -10.55
H 1.71 -3.01 -7.10
H 1.58 -2.65 -4.72
S 4.06 -0.75 -3.34
C 3.33 -2.16 -2.83
C 3.74 -3.36 -3.51
C 3.02 -4.49 -3.38
C 1.91 -4.49 -2.49
C 1.65 -3.37 -1.79
N 2.35 -2.21 -1.92
H 4.60 -3.31 -4.15
H 3.30 -5.37 -3.89
H 1.32 -5.38 -2.35
H 0.81 -3.31 -1.08
O 4.06 1.90 0.44
S 3.57 0.62 0.89
O 2.02 0.67 0.97
O 3.63 -0.39 -0.23
O 4.08 0.10 2.12
C 2.99 -2.97 2.33
C 1.76 -3.06 1.42
O 1.06 -4.02 1.26
O 1.52 -1.94 0.81
H 3.12 -3.80 2.97
H 2.79 -2.09 2.97
H 3.86 -2.69 1.74
```

Here are the Löwdin charges for atoms 1 to 6, given in e: 1.163, -0.110, -0.091, -0.303, -0.015, -0.009

No. 6
Density functional theory data (ωB97M-V with the def2-TZVPD basis set) for a 2-piece molecular cluster, CH8N2S2 overall.

Relative energy (zero: lowest compared OMol25 entry of this formula, charge and spin) ... 20.0 kcal per mole
LUMO energy (alpha / beta) ... -3.89 / -8.83 eV
Total charge ... +1
Spin multiplicity ... 2
Expectation value of S² ... 0.758
Largest force on an atom ... 1.69 eV/Å

Structure (XYZ):
```
13
CH8N2S2, DFT ωB97M-V with the def2-TZVPD basis set
S -3.13 -2.11 0.11
S -2.06 -2.53 -1.66
H -2.60 -3.13 0.78
H -0.98 -3.21 -1.19
N 0.63 0.05 0.35
C 0.93 1.32 -0.21
N 1.00 2.41 0.80
H 1.40 -0.56 0.58
H -0.24 -0.44 0.20
H 0.13 1.66 -0.86
H 1.87 1.19 -0.77
H 1.38 3.23 0.36
H 1.68 2.12 1.51
```

Here are the natural (NBO) charges for atoms 1 to 6, given in e: 0.038, 0.018, 0.157, 0.157, -0.540, -0.113

No. 7
Density functional theory data (ωB97M-V with the def2-TZVPD basis set) for C43H35AsF5IMoN3O2S2 as an isolated structure.

Relative energy (zero: lowest compared OMol25 entry of this formula, charge and spin) ... 35.3 kcal per mole
LUMO energy (alpha / beta) ... -3.01 / -3.76 eV
Total charge ... +1
Spin multiplicity ... 3
Expectation value of S² ... 2.023
Largest force on an atom ... 1.12 eV/Å

Structure (XYZ):
```
93
C43H35AsF5IMoN3O2S2, DFT ωB97M-V with the def2-TZVPD basis set
Mo 0.26 0.75 -0.07
C -3.01 2.62 7.52
C -2.69 2.15 6.13
C -3.52 1.23 5.48
C -3.29 0.86 4.17
C -2.19 1.40 3.50
C -1.33 2.29 4.13
C -1.58 2.66 5.44
S -1.98 1.01 1.82
O -1.16 2.11 1.22
O -3.27 0.77 1.27
N -1.02 -0.27 1.66
C 0.11 -0.26 2.48
C 0.21 -0.77 3.77
C 1.43 -0.73 4.40
C 2.53 -0.16 3.74
C 2.36 0.32 2.47
N 1.17 0.27 1.85
H -3.69 1.94 8.03
H -3.49 3.60 7.48
H -2.10 2.73 8.12
H -4.37 0.81 6.01
H -3.95 0.17 3.65
H -0.49 2.71 3.59
H -0.92 3.36 5.94
H -0.67 -1.21 4.23
H 1.54 -1.14 5.40
H 3.50 -0.10 4.22
H 3.19 0.77 1.94
C 4.36 5.67 0.84
C 3.41 4.53 0.61
C 3.85 3.28 0.18
C 2.94 2.28 -0.03
N 1.63 2.40 0.23
C 1.20 3.61 0.64
C 2.05 4.67 0.82
H 5.26 5.56 0.23
H 4.68 5.69 1.89
H 3.90 6.63 0.62
H 4.90 3.11 -0.04
H 3.25 1.34 -0.46
H 0.14 3.71 0.81
H 1.63 5.62 1.13
C 5.62 -2.64 -1.66
C 4.58 -3.48 -2.05
C 3.27 -3.16 -1.73
C 2.99 -1.99 -1.04
C 4.03 -1.18 -0.62
C 5.35 -1.50 -0.93
As 1.14 -1.59 -0.64
C 0.87 -2.88 0.80
C 1.97 -3.41 1.46
C 1.80 -4.29 2.52
C 0.52 -4.65 2.93
C -0.59 -4.11 2.28
C -0.42 -3.22 1.23
C 0.29 -2.38 -2.20
C 0.85 -2.12 -3.45
C 0.25 -2.62 -4.59
C -0.91 -3.37 -4.50
C -1.47 -3.64 -3.26
C -0.87 -3.15 -2.11
H 6.64 -2.90 -1.92
H 4.79 -4.40 -2.59
H 2.47 -3.83 -2.01
H 3.84 -0.31 0.00
H 6.16 -0.85 -0.60
H 2.97 -3.16 1.14
H 2.66 -4.70 3.02
H 0.38 -5.35 3.74
H -1.59 -4.38 2.59
H -1.29 -2.77 0.78
H 1.75 -1.54 -3.53
H 0.70 -2.42 -5.56
H -1.39 -3.75 -5.40
H -2.37 -4.23 -3.18
H -1.31 -3.37 -1.15
F -5.68 4.30 -1.67
C -4.75 3.35 -1.66
C -3.43 3.67 -1.44
F -3.07 4.94 -1.25
C -2.49 2.67 -1.41
F -1.22 3.04 -1.22
C -2.82 1.33 -1.55
S -1.68 0.00 -1.39
C -4.15 1.05 -1.78
F -4.54 -0.22 -1.93
C -5.11 2.04 -1.85
F -6.38 1.72 -2.07
I 1.80 2.86 -3.02
C 1.01 1.03 -2.19
H 1.76 0.31 -2.49
H 0.16 0.88 -2.83
```

Here are the Löwdin charges for atoms 1 to 6, given in e: 1.249, -0.037, -0.247, -0.018, -0.035, -0.300

No. 8
Density functional theory data (ωB97M-V with the def2-TZVPD basis set) for one molecule with the formula C6H10N2OS2.

Relative energy (zero: lowest compared OMol25 entry of this formula, charge and spin) ... 65.7 kcal per mole
LUMO energy ... 0.50 eV
Largest force on an atom ... 4.15 eV/Å
Structure (SMILES) ... C=[S@](N)(=O)c1sc(C)nc1C

Structure (XYZ):
```
21
C6H10N2OS2, DFT ωB97M-V with the def2-TZVPD basis set
C 1.90 -2.97 0.54
S 1.21 -1.88 -0.48
N 0.08 -2.64 -1.45
O 2.05 -1.23 -1.44
C 0.09 -0.34 0.05
S -0.49 -0.07 1.65
C -1.48 1.27 1.11
C -2.13 2.20 2.04
N -1.34 1.49 -0.15
C -0.50 0.64 -0.77
C -0.44 0.64 -2.27
H 2.69 -2.40 1.00
H 1.26 -3.64 1.13
H -0.54 -3.23 -0.96
H 0.53 -3.05 -2.32
H -1.49 3.06 2.14
H -3.20 2.45 1.58
H -2.20 1.77 3.07
H -0.62 1.72 -2.45
H 0.46 0.33 -2.55
H -1.13 -0.06 -2.70
```

Here are the natural (NBO) charges for atoms 1 to 6, given in e: -1.014, 1.956, -1.060, -0.939, -0.532, 0.400